ORCA calculation (wB97M-V/def2-TZVPD) on a structure of composition C20H12IrN6O4.

Largest force on an atom (eV Å⁻¹): 0.921
DFT total energy (eV): -40898.818
Frontier orbital gap (eV): 6.8
Net charge: +1
HOMO energy (eV): -11.11

Structure (XYZ):
```
43
Properties=species:S:1:pos:R:3:nbo_charge:R:1
Ir 0.1876 -0.1368 0.0000 0.45
C 2.7058 3.5338 0.0012 0.02
C 2.3667 2.1892 0.0009 0.02
N 1.0916 1.7798 0.0006 -0.39
C 0.1708 2.7648 0.0007 0.10
C 0.5361 4.1022 0.0010 0.05
N 1.7992 4.4997 0.0012 -0.33
C -1.2160 2.3069 0.0003 0.23
C -2.3166 3.1409 0.0003 -0.22
C -3.6043 2.6189 -0.0002 0.11
C -3.7038 1.2329 -0.0006 -0.22
C -2.5709 0.4432 -0.0005 0.23
N -1.3333 0.9678 -0.0001 -0.34
C -2.5784 -1.0172 -0.0008 0.10
C -3.7378 -1.7772 -0.0012 0.05
N -3.7264 -3.1014 -0.0015 -0.33
C -2.5279 -3.6655 -0.0013 0.02
C -1.3535 -2.9282 -0.0007 0.02
N -1.3572 -1.5890 -0.0005 -0.39
C -4.8117 3.4967 -0.0003 -0.07
C -4.7033 4.8821 -0.0007 -0.23
C -5.8540 5.6551 -0.0008 0.05
N -7.0850 5.1497 -0.0004 -0.38
C -7.1863 3.8229 0.0001 0.05
C -6.0961 2.9665 0.0001 -0.23
H 3.7470 3.8305 0.0014 0.22
H 3.1320 1.4449 0.0009 0.23
H -0.2147 4.8807 0.0010 0.21
H -2.1588 4.2066 0.0007 0.23
H -4.6687 0.7540 -0.0011 0.23
H -4.7101 -1.3032 -0.0014 0.21
H -2.4888 -4.7476 -0.0015 0.22
H -0.4094 -3.4265 -0.0005 0.23
H -3.7487 5.3885 -0.0011 0.21
H -5.7806 6.7363 -0.0011 0.21
H -8.1922 3.4197 0.0003 0.21
H -6.2836 1.9023 0.0005 0.21
O 5.0564 -1.6768 0.0004 -0.45
C 4.0446 -1.1270 0.0004 1.04
O 3.0168 -0.5717 0.0005 -0.57
C 2.3241 -3.5300 -0.0007 1.04
O 3.1597 -4.3225 -0.0007 -0.45
O 1.4789 -2.7234 -0.0007 -0.57
```

=====

ORCA calculation (wB97M-V/def2-TZVPD) on a structure of composition C41H51BiClNO2P2Te.

Largest force on an atom (eV Å⁻¹): 3.709
DFT total energy (eV): -93157.925
Frontier orbital gap (eV): 6.1
Net charge: 0
HOMO energy (eV): -6.50

Structure (XYZ):
```
100
Properties=species:S:1:pos:R:3:lowdin_charge:R:1
Bi -0.3014 -0.2194 -0.3576 1.66
C 2.3598 -3.1637 -0.8271 -0.14
C 2.9980 -2.2161 -1.8237 -0.52
C 4.5141 -2.1821 -1.7682 -0.13
P 2.3556 -0.4143 -1.5508 1.00
C 2.2691 0.6195 -3.0924 -0.54
C 2.4053 2.1167 -2.8082 -0.11
C 3.2173 0.1734 -4.2197 -0.11
C 3.5375 0.3739 -0.4561 -0.35
C 4.6943 0.8960 -0.9528 -0.17
C 5.4882 1.7052 -0.1707 -0.13
C 5.2313 1.9101 1.1712 -0.12
C 4.1887 1.2921 1.7865 -0.03
C 3.1522 0.6516 0.9457 -0.26
N 1.8569 0.5650 1.3207 -0.05
C 1.4999 0.6166 2.6589 -0.33
C 2.1932 -0.0368 3.7024 -0.05
C 1.7646 0.0578 5.0088 -0.10
C 0.7017 0.8550 5.3416 -0.11
C -0.0585 1.4817 4.3448 -0.09
C 0.3526 1.4151 2.9964 -0.35
P -0.6224 2.0776 1.7091 0.99
C -0.1331 3.8473 1.4667 -0.53
C 0.9688 4.3926 2.4107 -0.09
C 0.1516 4.2321 -0.0238 -0.10
C -2.3840 2.3356 2.2882 -0.54
C -2.5872 3.4269 3.3733 -0.12
C -3.0283 0.9923 2.5507 -0.13
H 2.9803 -4.0945 -0.8428 0.09
H 1.3360 -3.3685 -1.1383 0.06
H 2.3160 -2.7320 0.1811 0.06
H 2.6231 -2.5680 -2.7870 0.10
H 4.9147 -1.8536 -0.8344 0.07
H 4.9428 -1.5232 -2.5170 0.06
H 4.8546 -3.2352 -1.9601 0.10
H 1.2173 0.4219 -3.4155 0.09
H 3.4650 2.3786 -2.8867 0.07
H 2.0629 2.4594 -1.8264 0.05
H 1.8313 2.6776 -3.5502 0.08
H 4.2295 0.4771 -4.0402 0.05
H 2.8884 0.5419 -5.1959 0.08
H 3.2650 -0.9271 -4.2475 0.06
H 4.9872 0.8158 -2.0051 0.10
H 6.3589 2.1823 -0.6742 0.11
H 5.8888 2.6229 1.7071 0.11
H 4.0048 1.4247 2.8586 0.10
H 3.1184 -0.5690 3.4144 0.12
H 2.3690 -0.4159 5.8077 0.12
H 0.4111 1.0062 6.3920 0.10
H -0.9100 2.0957 4.6028 0.08
H -1.0395 4.3723 1.7249 0.06
H 1.9616 4.0334 2.0869 0.09
H 0.8084 4.1099 3.4604 0.07
H 0.9345 5.4543 2.3138 0.06
H 0.8662 3.5165 -0.4809 0.04
H 0.6177 5.2706 -0.1190 0.10
H -0.7311 4.2256 -0.6226 0.05
H -2.8568 2.7174 1.3802 0.10
H -1.7632 4.1816 3.5054 0.08
H -2.8624 2.9618 4.3537 0.08
H -3.5083 3.9610 3.0936 0.08
H -2.7769 0.5957 3.5594 0.08
H -2.7843 0.3154 1.7553 0.02
H -4.1160 1.0810 2.5232 0.09
Cl -4.0258 -5.8641 -3.0328 0.71
C -2.9163 -4.6127 -2.8344 -0.73
C -2.0205 -4.2194 -3.8314 -0.09
C -1.5377 -2.9327 -3.8583 -0.01
C -1.7237 -2.0298 -2.7622 -0.38
O -1.1116 -0.8943 -2.6795 -0.27
C -2.6125 -2.5191 -1.7020 -0.14
C -3.1136 -1.5888 -0.7188 -0.22
O -2.6891 -0.4711 -0.3966 -0.23
C -3.1333 -3.8095 -1.7427 -0.09
H -1.7701 -4.9309 -4.5682 0.09
H -0.9372 -2.5338 -4.6996 0.12
H -3.9521 -1.9144 -0.1227 0.13
H -3.7326 -4.2721 -0.9729 0.10
C -0.2354 -2.0326 0.8483 -0.24
C -1.0867 -2.5630 1.5876 -0.14
C -1.9616 -3.2900 2.3929 -0.24
C -2.3937 -4.6464 2.1238 -0.02
C -3.2974 -5.2884 2.9555 -0.08
C -3.8268 -4.5875 4.0635 -0.08
C -3.4127 -3.2750 4.3209 -0.08
C -2.5230 -2.6047 3.4850 -0.03
H -1.9053 -5.1314 1.2902 0.11
H -3.5701 -6.3080 2.7387 0.10
H -4.5780 -5.0158 4.7400 0.11
H -3.8736 -2.7510 5.1805 0.11
H -2.2323 -1.5901 3.6511 0.09
C -2.4557 3.6018 -5.1002 -0.47
Te -3.1111 2.0856 -3.7192 1.07
C -3.8582 0.6637 -5.1391 -0.47
H -2.3997 3.2192 -6.1052 -0.01
H -1.5138 3.9634 -4.7054 -0.02
H -3.2283 4.3634 -5.0698 -0.02
H -3.9945 1.2112 -6.1031 0.01
H -4.8119 0.2663 -4.8206 -0.01
H -3.1450 -0.1134 -5.2948 -0.03
```

=====

ORCA calculation (wB97M-V/def2-TZVPD) on an isolated molecule of C12H18Si.

Largest force on an atom (eV Å⁻¹): 5.690
DFT total energy (eV): -20609.274
Frontier orbital gap (eV): 9.0
Net charge: 0
SMILES string: CCC#C[C@H]1CC=C/C1=C\[SiH](C)C
HOMO energy (eV): -8.28

Structure (XYZ):
```
31
Properties=species:S:1:pos:R:3:nbo_charge:R:1
C 1.6733 -1.4370 -3.8139 -0.58
C 1.4669 -2.6229 -2.9273 -0.47
C 1.4999 -2.1572 -1.5482 0.04
C 1.3985 -1.7795 -0.3794 -0.05
C 1.3138 -1.4068 0.9517 -0.31
C 2.4167 -0.5180 1.5333 -0.42
C 1.9502 0.9751 1.4239 -0.14
C 0.6908 0.9843 1.0071 -0.27
C 0.0016 -0.3228 0.9809 0.08
C -1.3792 -0.3754 0.8841 -0.69
Si -2.6888 0.9799 0.7643 1.32
C -2.1242 2.5729 -0.1916 -1.06
C -2.9716 1.7207 2.5684 -1.04
H 1.5328 -1.8100 -4.8745 0.20
H 2.6610 -1.1394 -3.7245 0.21
H 1.0612 -0.5731 -3.7527 0.21
H 2.2962 -3.2410 -3.0912 0.22
H 0.5883 -3.1674 -3.1105 0.23
H 1.1676 -2.1739 1.8011 0.25
H 3.3456 -0.5776 1.0411 0.22
H 2.4998 -0.6823 2.6572 0.21
H 2.6922 1.7248 1.7980 0.22
H 0.0111 1.7783 0.8788 0.21
H -1.7313 -1.4337 0.9118 0.23
H -3.9215 0.2790 0.4701 -0.18
H -3.1504 3.0000 -0.4384 0.24
H -1.5836 3.1752 0.5395 0.23
H -1.4679 2.5586 -0.9808 0.23
H -3.7111 2.5785 2.3509 0.22
H -3.4069 0.9807 3.1527 0.22
H -2.1309 2.1101 3.1181 0.23
```

=====

ORCA calculation (wB97M-V/def2-TZVPD) on a cluster of 2 separate species, C3H7Br3OSi in total.

Largest force on an atom (eV Å⁻¹): 4.524
DFT total energy (eV): -223278.818
Frontier orbital gap (eV): 8.2
Net charge: 0
HOMO energy (eV): -8.57

Structure (XYZ):
```
15
Properties=species:S:1:pos:R:3:nbo_charge:R:1
C 1.0851 -0.8880 -1.1503 -0.60
C 1.2490 -0.1491 0.1522 -0.50
C 0.3158 1.0119 0.3267 0.17
O 0.3580 1.8297 1.3524 -0.64
Si -1.9552 -0.1824 0.3164 0.76
Br -3.1050 -0.0932 -1.5752 -0.31
Br -2.9237 1.4517 1.5956 -0.33
Br -2.4572 -2.2835 0.9399 -0.30
H 1.2548 -0.2624 -2.0156 0.21
H -0.0474 -1.0396 -1.1766 0.21
H 1.6893 -1.8489 -1.3507 0.24
H 1.1714 -0.7844 0.9271 0.21
H 2.2438 0.2614 0.3240 0.21
H 0.1755 1.5356 -0.6591 0.19
H 0.9458 1.4410 1.9931 0.48
```